Entry 1:
C25H34F4N6NiO3S as an isolated structure. Source: the Open Molecules 2025 dataset; level of theory: wB97M-V/def2-TZVPD.

Output
HOMO (alpha / beta) ... -8.12 / -8.29 eV
Orbital gap (alpha / beta) ... 8.4818 / 7.8631 eV
ΔE to the lowest compared entry with this formula, charge and spin ... 66.80 kcal/mol
Multiplicity ... 3
Net charge ... 0

Element x y z (Å)
Ni1 -9.68 -18.13 3.98
C1 -12.78 -16.84 2.97
C2 -12.34 -18.03 2.18
N1 -10.84 -18.36 2.13
C3 -10.15 -17.76 0.96
C4 -10.10 -16.23 1.07
C5 -10.83 -19.90 2.05
C6 -9.43 -20.47 2.31
N2 -8.71 -19.55 3.26
C7 -7.47 -20.01 3.50
C8 -6.28 -19.18 3.43
F1 -6.32 -17.90 3.86
C9 -5.05 -19.78 3.30
F2 -4.01 -18.97 2.97
C10 -4.81 -21.16 3.47
C11 -5.90 -21.92 3.89
F3 -5.74 -23.19 4.20
C12 -7.16 -21.37 3.86
F4 -8.25 -22.02 4.37
H1 -13.89 -16.85 3.02
H2 -12.41 -15.97 2.50
H3 -12.38 -16.77 3.98
H4 -12.74 -18.03 1.13
H5 -12.73 -18.96 2.54
H6 -10.69 -18.14 0.04
H7 -9.12 -18.19 0.98
H8 -11.05 -15.74 0.99
H9 -9.47 -15.82 0.32
H10 -9.74 -15.90 2.12
H11 -11.19 -20.22 1.05
H12 -11.53 -20.21 2.80
H13 -8.95 -20.68 1.36
H14 -9.53 -21.52 2.66
H15 -3.79 -21.49 3.28
C13 -10.70 -19.90 6.40
N3 -10.16 -18.55 6.03
C14 -11.05 -17.56 6.74
N4 -11.10 -17.73 8.18
C15 -11.60 -19.14 8.40
N5 -10.66 -20.12 7.78
C16 -9.26 -19.94 8.33
N6 -8.80 -18.57 8.05
C17 -8.80 -18.45 6.60
C18 -9.70 -17.59 8.72
H16 -10.06 -20.62 5.82
H17 -11.74 -19.99 6.02
H18 -12.09 -17.74 6.37
H19 -10.77 -16.53 6.41
H20 -12.66 -19.21 8.02
H21 -11.64 -19.38 9.45
H22 -8.60 -20.52 7.79
H23 -9.36 -20.19 9.37
H24 -8.27 -19.30 6.21
H25 -8.39 -17.45 6.27
H26 -9.40 -16.61 8.45
H27 -9.65 -17.75 9.81
C19 -12.51 -10.18 4.57
C20 -11.61 -11.38 4.56
C21 -10.20 -11.17 4.37
C22 -9.29 -12.19 4.47
C23 -9.74 -13.47 4.93
C24 -11.05 -13.60 5.37
C25 -12.03 -12.71 4.86
S1 -8.73 -15.01 5.05
O1 -7.67 -14.82 4.10
O2 -8.46 -15.19 6.48
O3 -9.83 -16.02 4.55
H28 -12.44 -9.55 3.64
H29 -12.18 -9.51 5.37
H30 -13.57 -10.54 4.79
H31 -9.93 -10.20 3.91
H32 -8.26 -12.03 4.23
H33 -11.39 -14.59 5.76
H34 -13.01 -13.05 4.77

Löwdin population analysis, charges in e, atoms 1 to 6: number 1, Ni, carries 0.793; number 2, C, carries -0.072; number 3, C, carries -0.226; number 4, N, carries -0.209; number 5, C, carries -0.230; number 6, C, carries -0.064

***

Entry 2:
An isolated ion of composition C25H34N3O7 and charge -1. Source: the Open Molecules 2025 dataset; level of theory: wB97M-V/def2-TZVPD.

Output
HOMO ... -3.66 eV
Structure (SMILES) ... CCOC(=O)C(C(=O)OCC)(C(C)C)[C@@H](c1ccc(N(C)C)cc1)c1c([O-])n(C)c(=O)n(C)c1=O
Orbital gap ... 6.3873 eV
Multiplicity ... 1
Net charge ... -1

Element x y z (Å)
C1 3.44 1.77 3.24
C2 3.14 0.32 3.04
O1 1.73 0.35 2.72
C3 1.30 -0.84 2.27
C4 -0.02 -0.74 1.49
C5 -0.66 -2.19 1.54
C6 -0.84 -2.62 2.99
C7 0.11 -3.34 0.91
C8 -0.94 0.23 2.27
O2 -0.61 1.31 2.73
O3 -2.21 -0.23 2.31
C9 -3.24 0.74 2.66
C10 -3.05 1.20 4.08
O4 1.98 -1.84 2.45
H1 4.52 1.91 3.17
H2 2.93 2.38 2.49
H3 3.10 2.08 4.23
H4 3.73 -0.12 2.22
H5 3.29 -0.29 3.95
H6 -1.64 -2.10 1.05
H7 -1.45 -1.91 3.56
H8 -1.36 -3.58 3.02
H9 0.15 -2.76 3.45
H10 0.27 -3.25 -0.17
H11 1.09 -3.44 1.40
H12 -0.45 -4.27 1.08
H13 -3.16 1.59 1.97
H14 -4.19 0.22 2.53
H15 -3.86 1.88 4.34
H16 -3.05 0.35 4.77
H17 -2.10 1.73 4.16
C11 2.30 -2.36 -5.45
N1 1.21 -2.79 -4.60
C12 0.11 -3.43 -5.29
C13 1.05 -2.23 -3.36
C14 2.05 -1.36 -2.83
C15 1.80 -0.67 -1.66
C16 0.56 -0.81 -1.02
C17 0.29 0.02 0.22
C18 -0.48 1.29 -0.06
C19 0.06 2.55 0.43
O5 1.22 2.74 0.79
N2 -0.92 3.58 0.43
C20 -0.72 4.68 1.33
C21 -1.41 3.93 -0.84
O6 -1.88 5.03 -1.13
N3 -1.26 2.86 -1.74
C22 -1.83 3.11 -3.04
C23 -1.31 1.53 -1.22
O7 -2.03 0.67 -1.74
C24 -0.44 -1.61 -1.56
C25 -0.14 -2.45 -2.62
H18 3.23 -2.33 -4.87
H19 2.38 -3.06 -6.28
H20 2.10 -1.35 -5.86
H21 -0.58 -3.92 -4.60
H22 -0.45 -2.72 -5.91
H23 0.53 -4.19 -5.96
H24 3.02 -1.23 -3.31
H25 2.55 0.00 -1.21
H26 1.26 0.48 0.37
H27 -1.64 5.26 1.37
H28 -0.49 4.23 2.30
H29 0.11 5.33 1.02
H30 -1.38 2.41 -3.75
H31 -2.92 2.99 -3.04
H32 -1.58 4.14 -3.31
H33 -1.43 -1.62 -1.09
H34 -0.85 -3.25 -2.84

natural (NBO) population analysis, charges in e, atoms 1 to 6: number 1, C, carries -0.637; number 2, C, carries -0.067; number 3, O, carries -0.497; number 4, C, carries 0.841; number 5, C, carries -0.222; number 6, C, carries -0.219

***

Entry 3:
C25H34N4O4STi as an isolated structure. Source: the Open Molecules 2025 dataset; level of theory: wB97M-V/def2-TZVPD.

Output
HOMO (alpha / beta) ... -11.01 / -12.08 eV
Orbital gap (alpha / beta) ... 7.6346 / 8.6221 eV
ΔE to the lowest compared entry with this formula, charge and spin ... 27.40 kcal/mol
Multiplicity ... 2
Net charge ... +1

Element x y z (Å)
Ti1 -1.24 1.18 -1.35
N1 -2.75 2.64 -1.83
C1 -2.05 3.72 -2.57
C2 -1.14 3.01 -3.57
O1 -1.10 3.30 -4.74
N2 -0.49 1.99 -2.95
C3 0.10 0.97 -3.80
C4 -0.26 -0.37 -3.18
O2 0.36 -1.38 -3.37
O3 -1.29 -0.30 -2.32
H1 -3.37 2.17 -2.48
H2 -3.34 3.04 -1.11
H3 -1.46 4.31 -1.87
H4 -2.73 4.37 -3.12
H5 1.19 1.05 -3.88
H6 -0.31 1.05 -4.82
C5 -4.32 -0.49 -0.85
C6 -3.60 -0.46 0.52
C7 -2.67 -1.67 0.64
C8 -2.91 0.87 0.74
C9 -1.52 1.03 0.88
C10 -0.97 2.32 1.06
C11 -1.78 3.43 1.22
C12 -1.19 4.79 1.50
C13 -3.17 3.24 1.22
C14 -3.71 2.00 0.97
H7 -4.86 -1.43 -0.96
H8 -3.61 -0.43 -1.66
H9 -5.05 0.32 -0.93
H10 -4.38 -0.56 1.28
H11 -1.93 -1.67 -0.17
H12 -3.25 -2.59 0.57
H13 -2.15 -1.67 1.60
H14 -0.90 0.17 1.08
H15 0.10 2.41 1.20
H16 -1.56 5.16 2.46
H17 -1.48 5.51 0.75
H18 -0.11 4.75 1.55
H19 -3.82 4.08 1.46
H20 -4.79 1.88 0.99
C15 4.73 1.06 -0.06
C16 4.67 0.31 1.26
C17 3.25 -0.08 1.69
N3 2.66 -1.13 0.86
C18 1.73 -1.00 -0.09
S1 1.20 0.56 -0.56
N4 1.23 -2.11 -0.68
C19 1.58 -3.48 -0.55
O4 1.44 -4.18 -1.51
C20 2.03 -4.01 0.77
C21 3.03 -4.98 0.77
C22 3.40 -5.58 1.97
C23 2.75 -5.24 3.15
C24 1.73 -4.29 3.14
C25 1.37 -3.67 1.95
H21 5.75 1.36 -0.28
H22 4.11 1.96 -0.03
H23 4.37 0.44 -0.88
H24 5.09 0.93 2.05
H25 5.29 -0.59 1.20
H26 2.60 0.79 1.67
H27 3.28 -0.48 2.71
H28 2.99 -2.06 1.03
H29 0.74 -1.96 -1.57
H30 3.49 -5.26 -0.16
H31 4.18 -6.33 1.97
H32 3.03 -5.72 4.07
H33 1.22 -4.04 4.05
H34 0.56 -2.95 1.93

natural (NBO) population analysis, charges in e, atoms 1 to 6: number 1, Ti, carries 1.578; number 2, N, carries -0.879; number 3, C, carries -0.311; number 4, C, carries 0.647; number 5, O, carries -0.572; number 6, N, carries -0.780

***

Entry 4:
A 5-piece molecular cluster, C25H34N5O2Si overall. Source: the Open Molecules 2025 dataset; level of theory: wB97M-V/def2-TZVPD.

Output
HOMO ... -9.50 eV
Orbital gap ... 4.4857 eV
Multiplicity ... 1
Net charge ... +1

Element x y z (Å)
C1 -3.94 5.95 2.46
Si1 -4.25 4.13 2.08
C2 -5.49 3.96 0.71
C3 -4.78 3.31 3.66
N1 -2.61 3.49 1.52
C4 -2.37 3.10 0.26
C5 -1.12 2.66 -0.15
C6 -0.08 2.62 0.76
C7 1.28 2.13 0.37
O1 1.46 0.96 0.31
O2 2.22 3.01 0.10
C8 -0.33 3.01 2.07
C9 -1.60 3.44 2.42
H1 -4.89 6.43 2.66
H2 -3.33 5.99 3.36
H3 -3.43 6.40 1.62
H4 -5.19 4.55 -0.16
H5 -5.63 2.93 0.40
H6 -6.45 4.33 1.04
H7 -5.70 3.82 3.95
H8 -4.94 2.24 3.59
H9 -4.07 3.51 4.46
H10 -3.17 3.13 -0.46
H11 -0.98 2.35 -1.18
H12 1.95 3.92 0.32
H13 0.47 2.96 2.79
H14 -1.81 3.75 3.42
N2 -2.48 -0.29 -1.77
C10 -1.77 -1.09 -2.63
C11 -2.66 -1.87 -3.31
C12 -3.96 -1.54 -2.85
C13 -3.82 -0.56 -1.90
H15 -2.09 0.37 -1.13
H16 -0.69 -1.02 -2.68
H17 -2.41 -2.60 -4.06
H18 -4.89 -1.96 -3.18
H19 -4.56 -0.04 -1.31
N3 4.19 -0.19 -0.17
C14 5.48 -0.54 0.15
C15 6.19 -0.65 -1.02
C16 5.30 -0.35 -2.08
C17 4.08 -0.07 -1.53
H20 3.45 -0.04 0.48
H21 5.78 -0.67 1.17
H22 7.23 -0.91 -1.10
H23 5.53 -0.34 -3.14
H24 3.14 0.19 -1.98
N4 5.73 -2.32 3.56
C18 5.92 -3.51 4.23
C19 6.75 -3.26 5.29
C20 7.07 -1.87 5.27
C21 6.42 -1.32 4.19
H25 5.17 -2.21 2.74
H26 5.46 -4.42 3.89
H27 7.09 -3.99 6.00
H28 7.70 -1.34 5.96
H29 6.40 -0.31 3.82
N5 -1.13 -5.05 -4.80
C22 -2.21 -5.76 -4.35
C23 -2.47 -6.74 -5.26
C24 -1.51 -6.62 -6.30
C25 -0.69 -5.57 -5.99
H30 -0.71 -4.27 -4.33
H31 -2.69 -5.50 -3.42
H32 -3.27 -7.47 -5.19
H33 -1.43 -7.24 -7.18
H34 0.15 -5.15 -6.50

natural (NBO) population analysis, charges in e, atoms 1 to 6: number 1, C, carries -1.114; number 2, Si, carries 1.745; number 3, C, carries -1.144; number 4, C, carries -1.129; number 5, N, carries -0.579; number 6, C, carries 0.104

***

Entry 5:
C25H35BrClGeMnNO7 as an isolated structure. Source: the Open Molecules 2025 dataset; level of theory: wB97M-V/def2-TZVPD.

Output
HOMO (alpha / beta) ... -5.51 / -5.62 eV
Orbital gap (alpha / beta) ... 7.6878 / 8.1102 eV
ΔE to the lowest compared entry with this formula, charge and spin ... 0.00 kcal/mol
Multiplicity ... 5
Net charge ... -1

Element x y z (Å)
Mn1 -0.08 0.00 0.52
C1 2.68 0.88 2.63
C2 1.97 2.07 2.01
C3 0.96 2.67 2.98
C4 2.99 3.12 1.59
O1 1.30 1.59 0.84
Ge1 0.35 2.69 -0.40
O2 -1.16 1.71 0.31
C5 -2.51 2.20 0.34
C6 -3.00 2.40 -1.09
C7 -3.38 1.19 1.07
C8 -2.51 3.52 1.11
O3 0.48 1.24 -1.58
C9 1.57 1.06 -2.49
C10 1.34 -0.26 -3.20
C11 1.56 2.21 -3.50
C12 2.90 1.02 -1.74
H1 3.25 1.19 3.51
H2 3.37 0.44 1.90
H3 1.97 0.11 2.93
H4 1.46 3.01 3.89
H5 0.20 1.94 3.26
H6 0.46 3.54 2.53
H7 3.55 3.48 2.46
H8 2.50 3.99 1.13
H9 3.70 2.70 0.88
H10 -2.96 1.46 -1.63
H11 -2.36 3.13 -1.61
H12 -4.02 2.78 -1.09
H13 -3.47 0.27 0.49
H14 -4.38 1.60 1.21
H15 -2.95 0.94 2.04
H16 -1.89 4.27 0.62
H17 -2.14 3.36 2.12
H18 -3.53 3.91 1.18
H19 0.43 -0.22 -3.81
H20 1.23 -1.07 -2.47
H21 2.18 -0.49 -3.85
H22 0.59 2.26 -3.99
H23 2.33 2.05 -4.26
H24 1.75 3.16 -3.01
H25 2.87 0.26 -0.96
H26 3.11 1.98 -1.27
H27 3.71 0.80 -2.44
O4 -0.25 -0.42 4.86
Cl1 -0.23 -1.18 3.61
O5 -1.23 -2.25 3.66
O6 -0.73 -0.20 2.54
O7 1.27 -1.29 0.37
Br1 2.21 -7.18 -0.43
C13 1.89 -5.32 -0.17
C14 2.57 -4.40 -0.95
C15 2.34 -3.05 -0.76
C16 1.43 -2.60 0.20
C17 0.77 -3.55 0.98
C18 1.00 -4.90 0.79
H28 3.28 -4.74 -1.70
H29 2.87 -2.32 -1.36
H30 0.08 -3.23 1.75
H31 0.47 -5.63 1.41
N1 -5.22 -4.28 -2.63
C19 -4.42 -3.62 -2.13
C20 -3.41 -2.80 -1.52
C21 -3.15 -2.92 -0.15
C22 -2.18 -2.12 0.44
C23 -1.47 -1.20 -0.32
C24 -1.74 -1.08 -1.68
C25 -2.70 -1.88 -2.28
H32 -3.70 -3.64 0.44
H33 -2.01 -2.21 1.50
H34 -1.21 -0.35 -2.27
H35 -2.92 -1.79 -3.34

Löwdin population analysis, charges in e, atoms 1 to 6: number 1, Mn, carries 0.915; number 2, C, carries -0.020; number 3, C, carries -0.677; number 4, C, carries -0.030; number 5, C, carries -0.056; number 6, O, carries -0.399

***

Entry 6:
C25H35CdFN2O8P2S2Si as an isolated structure. Source: the Open Molecules 2025 dataset; level of theory: wB97M-V/def2-TZVPD.

Output
HOMO ... -1.75 eV
Orbital gap ... 6.0352 eV
ΔE to the lowest compared entry with this formula, charge and spin ... 2.09 kcal/mol
Multiplicity ... 1
Net charge ... -2

Element x y z (Å)
Cd1 -0.52 0.19 0.09
C1 -3.91 0.73 1.69
Si1 -3.11 -0.95 1.97
C2 -4.47 -2.23 2.03
C3 -2.16 -1.03 3.55
N1 -2.06 -1.32 0.62
C4 -1.82 -2.61 0.33
C5 -1.80 -3.70 1.27
C6 -1.63 -4.99 0.84
C7 -1.56 -5.41 -0.49
C8 -1.58 -4.34 -1.45
C9 -1.58 -3.03 -1.04
F1 -1.47 -2.10 -1.99
H1 -4.79 0.87 2.44
H2 -4.39 0.78 0.73
H3 -3.25 1.55 1.89
H4 -5.22 -1.78 2.73
H5 -4.05 -3.14 2.43
H6 -4.99 -2.42 1.11
H7 -2.80 -1.19 4.45
H8 -1.55 -0.11 3.59
H9 -1.40 -1.81 3.37
H10 -1.95 -3.47 2.34
H11 -1.56 -5.76 1.62
H12 -1.17 -6.39 -0.65
H13 -1.33 -4.60 -2.46
S1 -1.27 2.04 -1.43
C10 -0.44 2.15 -2.99
C11 -0.76 1.27 -4.00
C12 -0.29 1.45 -5.31
C13 0.56 2.50 -5.65
C14 0.97 3.33 -4.62
C15 0.49 3.18 -3.28
S2 1.03 4.34 -1.99
H14 -1.41 0.40 -3.75
H15 -0.59 0.81 -6.14
H16 1.04 2.58 -6.67
H17 1.67 4.10 -4.77
O1 2.08 1.53 -0.87
C16 3.10 0.96 -1.62
C17 2.68 0.03 -2.84
C18 1.59 -1.05 -2.52
C19 1.85 -1.90 -1.30
C20 2.54 -3.11 -1.33
C21 2.59 -3.90 -0.17
C22 1.92 -3.47 0.93
C23 1.40 -2.19 0.93
N2 1.30 -1.49 -0.17
H18 1.80 2.45 -1.25
H19 3.67 0.32 -0.97
H20 3.78 1.77 -1.97
H21 3.57 -0.53 -3.25
H22 2.27 0.70 -3.62
H23 1.46 -1.70 -3.36
H24 0.69 -0.51 -2.36
H25 3.04 -3.42 -2.28
H26 3.04 -4.88 -0.07
H27 1.71 -4.07 1.80
H28 0.86 -1.73 1.81
C24 2.19 4.14 2.53
C25 1.02 3.19 2.93
O2 0.68 3.34 4.31
P1 -0.52 3.64 1.96
O3 -1.05 4.81 2.89
O4 -0.11 4.44 0.70
O5 -1.54 2.61 1.79
P2 1.61 1.43 2.69
O6 2.92 1.60 1.80
O7 2.01 1.06 4.07
O8 0.63 0.58 1.99
H29 2.13 5.15 2.84
H30 2.40 4.14 1.45
H31 3.12 3.76 3.04
H32 0.88 2.42 4.61
H33 -0.86 4.49 3.80
H34 -0.03 3.94 -0.17
H35 2.75 1.58 0.86

Löwdin population analysis, charges in e, atoms 1 to 6: number 1, Cd, carries 1.262; number 2, C, carries -0.177; number 3, Si, carries 0.341; number 4, C, carries -0.181; number 5, C, carries -0.173; number 6, N, carries -0.165